# C4H3NO

The molecule C4H3NO at a distorted geometry (ωB97M-V/def2-TZVPD, OMol25).

Last columns: bonded neighbours and bond lengths (Å).
Atoms and positions in Å:
1 C -0.65167 1.15602 -0.08556  C2 1.317, H7 1.215, H8 1.147
2 C -0.92739 -0.11896 0.09360  C1 1.317, C3 1.451, H9 1.242
3 C 0.13920 -1.05662 -0.20520  C2 1.451, O4 1.237, C5 1.517
4 O -0.22339 -2.23006 -0.05548  C3 1.237
5 C 1.57929 -0.61733 -0.02240  C3 1.517, N6 1.222
6 N 2.61571 0.02382 0.06025  C5 1.222
7 H 0.51259 1.47647 -0.22145  C1 1.215
8 H -1.21294 2.15047 -0.18917  C1 1.147
9 H -1.83139 -0.78380 0.62543  C2 1.242

Values from the calculation:
orbital gap	9.876	eV
total energy	-284.09123	Eh
HOMO	-10.98	eV
LUMO	-1.11	eV
energy relative to the best compared isomer or geometry (same formula, charge and spin)	2.228	eV
total charge	0
SMILES	C=CC(=O)C#N

natural (NBO) atomic charge list, values in e, 5 entries:
1 C -0.31
2 C -0.31
3 C 0.42
4 O -0.47
5 C 0.19

***

# C4H3NO

The molecule C4H3NO at a distorted geometry (ωB97M-V/def2-TZVPD, OMol25).

Last columns: bonded neighbours and bond lengths (Å).
Atoms and positions in Å:
1 C 0.74614 0.17634 -0.36409  C2 1.492, C3 1.306, H7 0.996
2 C 0.03700 1.41676 0.06474  C1 1.492, O6 1.297, H8 1.017
3 C 0.45853 -1.06158 -0.06264  C1 1.306, N5 1.224
4 C -2.09548 0.89549 1.12391  O6 1.146
5 N 0.43742 -2.21446 0.34665  C3 1.224, H9 0.993
6 O -1.08505 1.20785 0.68183  C2 1.297, C4 1.146
7 H 1.50987 0.31810 -0.98717  C1 0.996
8 H 0.10672 2.13445 -0.65223  C2 1.017
9 H -0.11516 -2.87294 -0.15101  N5 0.993

Values from the calculation:
orbital gap (alpha / beta)	7.507 / 7.507	eV
total energy	-283.95647	Eh
HOMO (alpha / beta)	-7.15 / -7.15	eV
LUMO (alpha / beta)	0.36 / 0.36	eV
energy relative to the best compared isomer or geometry (same formula, charge and spin)	5.895	eV
total charge	0

natural (NBO) atomic charge list, values in e, 5 entries:
1 C -0.44
2 C -0.17
3 C 0.36
4 C 0.42
5 N -0.62